ORCA calculation (wB97M-V/def2-TZVPD) on 13 unconnected molecules or ions with the total composition C5H37N2O12S.

```
57
Properties=species:S:1:pos:R:3:forces:R:3:mulliken_spin:R:1
C 0.85058 1.21631 -2.89373 0.252 1.171 0.241 0.005
N 0.71895 0.78347 -1.51284 0.297 -0.610 0.563 0.001
C -0.56253 0.25267 -1.08702 -0.338 1.144 -0.346 -0.056
C -1.69980 1.29731 -1.19912 -0.092 0.829 0.358 0.026
S -1.40404 2.81761 -0.16467 -0.316 -0.902 -0.878 0.986
C -0.52619 -0.26490 0.32915 0.214 -1.440 2.154 0.058
N 0.41005 -1.39085 0.55451 0.828 -0.258 -1.127 0.006
C 1.54319 -1.13717 1.46259 -0.794 0.668 1.120 0.004
H 0.79581 0.43545 -3.64652 -0.257 -0.260 0.264 0.000
H 1.82547 1.68716 -2.97456 0.289 -0.197 -0.171 0.000
H 0.18487 2.06019 -3.11884 -0.322 -0.319 -0.363 0.000
H 0.96060 1.55036 -0.89480 0.090 -0.055 -0.206 -0.009
H -0.78391 -0.54532 -1.80073 -0.200 -0.249 0.200 -0.002
H -2.69398 0.92202 -0.95209 0.128 -0.248 0.252 -0.016
H -1.82927 1.69055 -2.21552 0.320 0.002 0.013 0.041
H -1.50755 -0.55657 0.73322 -0.443 -0.464 -1.046 -0.035
H -0.35323 0.40080 1.18305 0.634 0.937 -0.891 -0.014
H 0.88882 -1.57282 -0.32195 -0.562 0.059 -0.306 0.001
H 1.20465 -1.33533 2.47915 0.197 -0.237 0.177 0.000
H 1.83360 -0.08840 1.49900 0.260 -0.030 -0.374 -0.001
H 2.42004 -1.76121 1.29603 -0.200 -0.065 -0.355 0.000
H 3.68444 1.45976 1.26332 0.402 -0.038 0.457 0.000
H 4.22726 1.33446 2.67033 0.113 0.199 0.502 0.000
O 4.24787 0.89530 1.82568 -0.398 0.076 -0.446 0.000
H 2.57116 2.83972 0.14776 -1.016 0.182 0.736 -0.001
H 3.38762 3.95896 0.97795 -0.672 -0.758 -0.561 0.000
O 3.41085 3.23426 0.32245 1.619 0.544 -0.177 0.000
H 1.16100 4.25776 -1.78517 -1.354 0.585 -0.195 -0.001
H 2.45159 3.74504 -1.56013 0.894 0.669 -0.775 0.001
O 2.00970 4.33818 -2.20294 0.534 -1.024 0.886 0.000
H -4.08620 1.84158 1.10641 0.620 0.478 0.133 0.002
H -4.27051 2.38517 -0.37763 0.252 0.091 0.536 -0.002
O -4.65437 1.87458 0.34454 -1.006 -0.071 -0.609 0.001
H 3.80740 -0.00833 -0.72016 -1.172 0.175 -0.555 0.000
H 4.94393 0.28051 0.16410 0.248 -0.703 -0.135 0.000
O 4.66282 -0.35182 -0.52521 0.936 0.225 0.355 0.000
H -2.66138 -3.78738 0.31432 0.673 0.811 0.474 0.000
H -1.68193 -2.58090 0.31491 0.866 1.981 -1.547 0.000
O -1.96923 -3.29501 0.81613 -1.951 -2.821 0.953 0.000
H 0.44437 2.23908 2.40989 0.285 0.046 -0.600 0.000
H 0.60330 2.24447 0.84190 -0.220 0.105 1.017 -0.006
O 1.08710 2.12518 1.68665 0.011 0.291 0.022 0.010
H 1.32112 -3.40467 -1.66794 -0.224 -0.542 0.022 0.000
H 2.24347 -2.23541 -1.75438 0.139 -0.105 -0.514 0.000
O 1.70306 -2.81331 -2.31768 0.158 0.604 0.481 0.000
H -0.54989 -4.39768 0.92194 0.699 -0.457 0.490 0.000
H 0.76887 -3.77604 0.91120 0.509 0.334 0.143 0.000
O 0.38099 -4.60713 1.18623 -0.911 0.098 -0.466 0.000
H -0.87617 -2.93390 2.84985 0.310 0.624 0.155 0.000
H -0.40464 -1.54341 3.50220 0.045 -0.525 -0.371 0.000
O -0.98382 -2.30744 3.58712 -0.468 -0.093 0.269 0.000
H -4.33138 -0.72049 1.41639 -0.055 -0.023 0.044 0.000
H -5.19505 0.11518 0.41452 0.304 -0.121 0.259 0.000
O -4.93581 -0.78606 0.67347 -0.245 -0.183 -0.249 0.000
H -5.30262 -1.83811 -0.86732 -0.370 -0.559 -0.223 0.000
H -4.29902 -1.93550 -1.92198 -0.955 -0.687 -0.303 0.000
O -5.19207 -2.30794 -1.72305 1.414 1.114 0.509 0.000
```
Forces are in eV/Å.

For the HOMO energy (alpha / beta), the calculation gives -9.814 / -9.811 eV. The molar mass comes out at 349.420 u. Its spin multiplicity is 2. For the relative energy (zero: lowest compared OMol25 entry of this formula, charge and spin), the calculation gives 34.7 kcal per mole. As for the expectation value of S²: 0.753. The total energy comes out at -44168.100 eV. For the frontier orbital gap (alpha / beta), the calculation gives 9.2 / 5.9 eV.